Entry 1:
Entry from OMol25: a gas-phase ion, C4H9N2O (charge +1) (ωB97M-V/def2-TZVPD).

Output
energy: -9313.4916 eV
multiplicity: 1
frontier orbital gap: 10.4 eV
SMILES: C[C@@H]1C(=O)N[C@H]1[NH3+]
LUMO level: -3.92 eV
total charge: +1

Cartesian coordinates (Å):
C: -0.87 1.85 0.18
C: -0.77 0.45 -0.42
C: -1.89 -0.52 -0.08
O: -3.06 -0.56 -0.35
N: -1.04 -1.43 0.58
C: 0.15 -0.61 0.38
N: 1.21 -1.29 -0.49
H: -1.01 1.97 1.33
H: -1.84 2.21 -0.08
H: 0.05 2.36 -0.04
H: -0.45 0.67 -1.51
H: -1.20 -1.93 1.44
H: 0.50 -0.38 1.39
H: 2.08 -0.93 -0.25
H: 0.85 -1.32 -1.45
H: 1.35 -2.26 -0.30



Entry 2:
Entry from OMol25: a gas-phase ion, C4H9N2O (charge +1) (ωB97M-V/def2-TZVPD).

Output
energy: -9311.8130 eV
multiplicity: 1
frontier orbital gap: 10.4 eV
SMILES: N[C@@]1(C=O)C[C@H]1[NH3+]
LUMO level: -3.10 eV
total charge: +1

Cartesian coordinates (Å):
N: 0.76 0.93 -0.36
C: -0.02 -0.03 -0.84
C: -0.33 0.31 -2.66
O: 0.26 1.30 -2.91
C: 0.05 -1.42 -0.42
C: -1.09 -0.57 0.10
N: -0.73 0.07 1.33
H: 0.54 1.79 -0.71
H: 1.75 0.91 -0.29
H: -0.91 -0.36 -3.19
H: 0.70 -1.89 0.33
H: -0.16 -2.27 -1.12
H: -2.06 -0.69 -0.20
H: 0.14 0.75 0.88
H: -0.60 -0.53 2.16
H: -1.40 0.83 1.68



Entry 3:
Entry from OMol25: a gas-phase ion, C4H9N2O (charge +1) (ωB97M-V/def2-TZVPD).

Output
energy: -9308.4793 eV
multiplicity: 3
<S²>: 2.007
frontier orbital gap (spin up / spin down): 6.6 / 8.3 eV
LUMO level (spin up / spin down): -3.43 / -6.65 eV
total charge: +1

Cartesian coordinates (Å):
C: 2.31 0.56 -0.24
C: 0.31 -0.66 1.32
C: 0.22 -1.04 -0.14
C: 0.72 0.31 0.22
N: -0.03 1.47 -0.24
N: -1.11 -0.92 -0.67
O: 3.01 -0.35 -0.41
H: 2.57 1.69 -0.16
H: -0.54 -0.19 1.90
H: 1.03 -0.86 2.09
H: 0.78 -1.85 -0.48
H: 0.52 2.08 -0.73
H: -0.60 1.87 0.47
H: -1.07 0.23 -0.66
H: -1.88 -1.39 -0.12
H: -1.27 -1.25 -1.72



Calculated values (kcal/mol) of ΔE to the lowest compared entry with this formula, charge and spin for the records, taken in order: 58.2, 96.9, 51.6.
Calculated values (eV Å⁻¹) of max |F| for the records, taken in order: 3.1, 7.5, 10.5.